{
  "formula": "C4H13N3",
  "method": "ωB97M-V with the def2-TZVPD basis set",
  "homo_ev": -17.664,
  "total_charge": 2,
  "orbital_gap_ha": 0.353,
  "e_lumo_ev": -8.1,
  "energy_ev": -8810.1074,
  "relative_energy_kj_mol": 334.8,
  "elements": ["C", "C", "C", "N", "C", "N", "N", "H", "H", "H", "H", "H", "H", "H", "H", "H", "H", "H", "H", "H"],
  "xyz": [[0.332, 1.190, 1.978], [0.297, 0.033, 0.953], [-1.103, -0.356, 0.532], [-0.903, -1.664, -3.682], [-0.532, -1.052, -2.569], [-1.090, -0.724, -1.428], [1.789, 1.374, 2.334], [0.071, 2.145, 1.454], [-0.291, 1.195, 2.913], [0.589, 0.469, -0.035], [1.137, -0.685, 1.186], [-1.941, 0.298, 0.525], [-1.386, -1.376, 0.659], [-1.734, -2.257, -3.584], [-0.234, -1.837, -4.429], [0.363, -0.435, -2.746], [-2.101, -0.851, -1.385], [2.303, 0.812, 3.011], [1.922, 2.316, 2.728], [2.511, 1.406, 1.586]],
  "atomic_forces_ev_per_a": [[-0.01, 0.90, -0.67], [0.22, 1.19, -0.87], [2.14, -2.12, -2.23], [-1.51, -0.82, 1.87], [2.57, 2.85, -0.44], [-2.79, -0.24, 1.52], [1.88, 1.88, 0.45], [0.12, -0.77, 0.49], [0.81, -0.67, -0.82], [0.43, 0.11, 0.91], [-1.80, -0.18, -0.18], [-0.20, 0.98, 0.01], [-0.21, -0.57, 0.44], [0.39, 0.13, -0.79], [-0.32, 0.21, 0.27], [0.45, -1.03, 0.26], [0.13, -0.71, -0.40], [-0.89, -0.95, 0.55], [-0.33, 0.03, 0.12], [-1.08, -0.20, -0.50]],
  "mulliken_charge": [-0.44, -0.33, -0.32, -0.30, 0.17, -0.51, -0.40, 0.32, 0.35, 0.29, 0.42, 0.30, 0.31, 0.27, 0.29, 0.25, 0.21, 0.35, 0.39, 0.38]
}

{
  "formula": "C5H6N2",
  "method": "ωB97M-V with the def2-TZVPD basis set",
  "homo_ev": [-7.296, -7.033],
  "orbital_gap_ha": [0.281, 0.270],
  "e_lumo_ev": [0.3, 0.3],
  "energy_ev": -8258.2085,
  "relative_energy_kj_mol": 400.4,
  "elements": ["C", "C", "C", "N", "C", "C", "N", "H", "H", "H", "H", "H", "H"],
  "xyz": [[-1.532, -0.362, 0.140], [-1.406, 1.124, 0.367], [0.073, 0.806, 0.572], [1.253, 1.185, -0.070], [1.809, 0.096, -0.479], [0.945, -1.145, -0.280], [-0.185, -0.517, 0.382], [0.545, -1.509, -1.224], [-2.261, -1.060, 0.542], [-1.510, 1.742, -0.532], [-1.983, 1.545, 1.191], [2.824, 0.064, -0.865], [1.426, -1.970, 0.257]],
  "atomic_forces_ev_per_a": [[-0.41, -0.09, 0.09], [-0.19, 0.39, 0.12], [0.18, 0.16, -0.21], [-0.08, -0.12, 0.18], [0.03, -0.01, -0.03], [-0.10, -0.05, -0.16], [0.36, -0.30, 0.02], [0.33, -0.22, -0.10], [0.00, 0.07, -0.08], [-0.01, -0.12, 0.14], [0.08, 0.06, -0.07], [-0.13, 0.04, 0.04], [-0.07, 0.22, 0.05]],
  "mulliken_charge": [-0.60, -0.27, -0.04, -0.49, -0.11, -0.39, 0.29, 0.27, 0.22, 0.20, 0.26, 0.39, 0.27]
}

{
  "formula": "C27H32N8SeZn",
  "method": "ωB97M-V with the def2-TZVPD basis set",
  "homo_ev": -12.683,
  "total_charge": 2,
  "orbital_gap_ha": 0.295,
  "e_lumo_ev": -4.7,
  "energy_ev": -154191.5917,
  "elements": ["Zn", "C", "C", "C", "C", "C", "C", "C", "N", "N", "C", "C", "C", "C", "C", "C", "N", "C", "C", "C", "C", "C", "C", "N", "H", "H", "H", "H", "H", "H", "H", "H", "H", "H", "H", "H", "H", "H", "H", "H", "H", "H", "H", "H", "N", "C", "C", "C", "N", "H", "H", "H", "H", "C", "N", "C", "C", "N", "C", "C", "Se", "H", "H", "H", "H", "H", "H", "H", "H"],
  "xyz": [[-0.991, 0.438, -0.612], [-0.160, 2.462, 1.391], [-0.202, 3.426, 0.177], [0.641, 2.927, -0.980], [1.617, 3.650, -1.588], [2.390, 3.138, -2.606], [2.081, 1.946, -3.169], [1.081, 1.187, -2.485], [0.360, 1.696, -1.499], [-1.138, 1.370, 1.261], [-0.851, 0.353, 2.264], [-1.487, -1.008, 1.977], [-2.039, -1.822, 2.941], [-2.634, -3.008, 2.588], [-2.707, -3.380, 1.282], [-2.241, -2.481, 0.328], [-1.611, -1.361, 0.656], [-2.486, 1.891, 1.439], [-3.285, 2.037, 0.233], [-4.571, 2.611, 0.344], [-5.398, 2.578, -0.772], [-4.827, 2.110, -1.956], [-3.569, 1.547, -2.031], [-2.882, 1.456, -0.877], [-0.390, 2.987, 2.411], [0.790, 1.931, 1.375], [0.302, 4.366, 0.471], [-1.179, 3.721, -0.216], [1.934, 4.594, -1.158], [3.183, 3.790, -2.890], [2.683, 1.479, -3.993], [0.949, 0.172, -2.859], [-1.143, 0.743, 3.242], [0.233, 0.152, 2.352], [-2.020, -1.499, 3.990], [-3.106, -3.637, 3.369], [-3.369, -4.164, 1.050], [-2.327, -2.710, -0.716], [-2.425, 2.791, 1.994], [-2.979, 1.183, 2.034], [-4.969, 3.086, 1.266], [-6.380, 3.011, -0.831], [-5.511, 2.068, -2.801], [-3.091, 1.175, -2.941], [0.191, -2.164, -1.995], [-0.047, -3.111, -3.001], [-1.143, -2.706, -3.686], [-1.541, -1.507, -3.113], [-0.746, -1.178, -2.087], [1.090, -2.030, -1.468], [0.629, -3.895, -3.050], [-1.671, -3.238, -4.493], [-2.335, -0.822, -3.294], [2.475, -3.420, 1.382], [3.542, -2.520, 1.618], [4.657, -2.859, 2.368], [5.578, -1.895, 2.298], [5.057, -1.026, 1.316], [5.765, 0.158, 0.899], [3.787, -1.318, 1.028], [2.484, -0.328, 0.047], [2.414, -3.972, 2.275], [2.736, -4.078, 0.573], [1.571, -2.835, 1.135], [4.834, -3.765, 2.922], [6.668, -1.965, 2.554], [5.291, 0.643, 0.054], [6.800, -0.076, 0.599], [5.637, 0.906, 1.663]],
  "atomic_forces_ev_per_a": [[-0.50, -0.78, -0.48], [-0.62, 0.64, 0.56], [1.32, 0.56, 0.15], [-1.01, -0.97, -0.74], [0.59, 0.86, 1.40], [-0.14, 0.93, -0.24], [0.01, -2.16, 0.13], [1.48, 1.10, -1.95], [-0.02, -0.71, 0.68], [0.54, -0.18, -0.40], [0.55, -1.14, 0.80], [-0.97, 0.02, -1.40], [0.71, 1.04, 1.23], [-0.50, -0.84, 1.55], [-0.48, 1.20, -0.47], [0.55, -0.47, 0.40], [0.44, 1.36, 1.06], [1.03, -0.58, 0.15], [-2.39, 0.33, -0.62], [-0.57, 0.44, 0.03], [1.78, 0.16, -0.07], [-1.18, -0.70, -1.20], [-0.65, 0.39, 1.10], [1.71, -0.31, -0.86], [0.82, -0.67, -1.80], [0.38, 0.55, 0.38], [-0.44, -0.34, 0.09], [-0.16, -0.25, 0.40], [-0.27, 0.06, -0.04], [0.64, 0.01, -0.72], [-0.81, 0.56, 0.94], [-0.51, 0.33, 0.48], [-0.18, -0.28, 0.20], [-0.26, 0.40, -0.41], [0.03, -0.19, -0.47], [0.41, 0.48, -0.58], [-0.16, -1.16, -0.69], [-0.09, 0.09, -0.43], [-0.19, 1.10, 0.60], [-1.02, -0.93, 1.08], [0.70, -0.52, -0.53], [-0.26, -0.05, 0.38], [0.50, 0.20, -0.23], [-0.38, 0.12, 0.36], [-0.35, -0.62, -1.41], [0.34, 2.54, 2.29], [-1.18, -0.91, -1.45], [0.84, 0.54, 1.60], [0.62, -0.20, -0.15], [-1.22, 0.12, -0.28], [0.84, -1.50, -0.43], [0.57, 0.40, 0.53], [-0.61, -0.05, -0.50], [-0.85, 0.76, -0.72], [2.01, 1.10, 0.51], [0.05, -0.70, 0.90], [0.93, -0.11, -1.94], [0.52, 0.85, 0.78], [-0.02, 0.72, -0.62], [-0.78, -0.76, -0.52], [0.69, -0.35, 0.27], [-0.79, -0.92, 0.99], [-0.06, -0.34, -0.48], [0.27, -0.48, 0.28], [-0.72, -0.24, -0.11], [-1.50, 0.49, -0.13], [-0.28, -0.48, -0.40], [-0.44, 0.13, 0.58], [0.73, 0.26, 0.58]],
  "mulliken_charge": [0.80, -1.04, -1.33, 0.55, -0.74, -0.53, -0.83, 0.20, 0.63, 0.58, -1.31, 0.61, -0.73, -0.31, -1.18, -0.09, 0.54, -1.47, 0.71, -1.00, -0.48, -0.93, -0.42, 0.17, 0.50, 0.48, 0.56, 0.39, 0.39, 0.46, 0.41, 0.21, 0.48, 0.44, 0.48, 0.41, 0.42, 0.45, 0.55, 0.69, 0.44, 0.46, 0.42, 0.52, 0.27, -0.45, -0.86, -0.52, 0.68, 0.00, 0.58, 0.39, 0.32, -0.68, 0.19, -0.24, -0.53, 0.17, -0.96, 0.14, -0.55, 0.32, 0.32, 0.11, 0.41, 0.33, 0.30, 0.32, 0.37]
}

{
  "formula": "C2H3ClN",
  "method": "ωB97M-V with the def2-TZVPD basis set",
  "homo_ev": -17.288,
  "total_charge": 1,
  "orbital_gap_ha": 0.412,
  "e_lumo_ev": -6.1,
  "energy_ev": -16124.4748,
  "relative_energy_kj_mol": 82.0,
  "elements": ["C", "C", "N", "Cl", "H", "H", "H"],
  "xyz": [[-0.159, -0.036, -0.186], [-1.055, -0.067, -1.215], [-1.769, -0.088, -2.134], [-2.867, -0.189, -3.483], [0.791, 0.657, -0.404], [0.291, -1.153, 0.140], [-0.588, 0.450, 0.758]],
  "atomic_forces_ev_per_a": [[4.61, -0.39, 4.28], [-2.95, -0.19, -4.15], [-0.33, -0.17, -0.15], [1.94, 0.20, 2.40], [-2.06, -1.56, 0.00], [-1.43, 2.94, -1.10], [0.23, -0.83, -1.28]],
  "mulliken_charge": [-0.91, 0.61, 0.01, 0.29, 0.33, 0.34, 0.33]
}